# 1
Entry from the OMol25 dataset: a structure of composition C27H50N4O4SSbSi2Ti at a distorted geometry (ωB97M-V/def2-TZVPD).

Last column: Mulliken charge in e.
Geometry (Å):
Ti 0.742 0.493 0.560  -2.692
N 0.667 8.541 -3.046  -0.576
C 0.990 7.428 -2.266  1.088
C 1.635 6.332 -2.832  -0.877
C 1.923 5.216 -2.062  -0.503
C 1.555 5.187 -0.726  -0.241
C 0.903 6.270 -0.152  -0.275
C 0.624 7.384 -0.916  -0.861
S 2.047 3.810 0.258  1.259
O 3.272 3.339 -0.331  -0.752
O 2.048 4.249 1.625  -0.771
N 0.971 2.595 0.040  0.216
C -0.373 2.811 0.096  -0.151
N -0.946 4.021 0.160  -0.229
C -2.263 4.058 0.227  -0.528
C -3.053 2.920 0.257  -1.227
C -2.378 1.721 0.196  -0.079
N -1.065 1.643 0.095  0.706
H 1.225 8.668 -3.872  0.224
H 0.514 9.396 -2.538  0.220
H 1.922 6.361 -3.878  0.282
H 2.447 4.367 -2.487  0.441
H 0.624 6.221 0.893  0.469
H 0.119 8.236 -0.473  0.265
H -2.702 5.052 0.265  0.397
H -4.128 2.957 0.338  0.475
H -2.909 0.777 0.240  0.416
C 3.252 -2.401 2.149  -0.820
Si 3.913 -0.792 1.465  0.254
C 4.263 0.335 2.919  -1.055
C 5.589 -1.217 0.721  -1.151
C 2.827 0.129 0.328  2.177
Si 3.000 -0.070 -1.493  0.993
C 3.020 -1.860 -2.054  -0.993
C 1.609 0.747 -2.486  -0.719
C 4.545 0.717 -2.218  -1.273
H 3.875 -2.740 2.986  0.457
H 3.247 -3.185 1.383  0.197
H 2.225 -2.262 2.496  0.165
H 4.906 -0.133 3.672  0.371
H 3.319 0.623 3.396  0.108
H 4.748 1.256 2.572  0.265
H 6.225 -1.729 1.452  0.305
H 6.106 -0.307 0.392  0.252
H 5.485 -1.870 -0.154  0.303
H 3.078 1.185 0.511  -0.606
H 2.019 -2.299 -2.018  0.073
H 3.685 -2.474 -1.434  0.236
H 3.378 -1.911 -3.089  0.417
H 0.599 0.449 -2.185  0.079
H 1.712 0.473 -3.541  0.577
H 1.684 1.834 -2.405  0.024
H 5.444 0.145 -1.958  0.285
H 4.657 1.728 -1.813  0.235
H 4.479 0.782 -3.310  0.364
C 0.334 -3.743 0.019  -0.542
O 0.654 -2.430 0.466  0.177
C 0.143 -1.382 -0.256  0.319
O -0.564 -1.647 -1.219  -0.643
H -0.742 -3.916 0.027  -0.075
H 0.701 -3.914 -0.993  0.300
H 0.825 -4.415 0.718  0.223
C -3.639 -4.100 -0.448  -1.458
Sb -3.269 -2.107 0.297  0.755
C -3.560 -1.241 -1.657  -1.253
C -5.357 -1.850 0.851  -1.393
H -4.583 -4.109 -0.996  0.410
H -3.687 -4.815 0.375  0.392
H -2.826 -4.384 -1.119  0.407
H -4.626 -1.176 -1.886  0.483
H -3.053 -1.885 -2.375  0.360
H -3.100 -0.255 -1.720  0.278
H -6.006 -2.094 0.006  0.387
H -5.542 -0.817 1.159  0.347
H -5.600 -2.502 1.694  0.363
C 0.175 2.234 3.500  -1.682
C -0.243 0.762 3.559  2.827
C -1.767 0.691 3.740  -1.552
C 0.420 0.111 4.778  -1.800
C 0.156 -0.007 2.297  -0.377
H 0.040 2.722 4.472  0.535
H -0.428 2.792 2.774  0.214
H 1.220 2.339 3.210  0.147
H -2.082 1.212 4.655  0.439
H -2.098 -0.350 3.800  0.309
H -2.275 1.156 2.891  0.131
H 0.167 0.650 5.700  0.470
H 1.508 0.108 4.666  0.240
H 0.089 -0.928 4.884  0.402
H 0.059 -1.080 2.475  0.642

Force components x, y, z for each atom (eV/Å):
Ti 0.42 -0.60 1.90
N -0.08 -0.11 0.03
C -0.05 0.07 -0.01
C 0.03 -0.04 -0.06
C -0.04 -0.01 0.03
C 0.03 0.05 -0.14
C 0.08 -0.01 0.00
C -0.01 0.05 -0.02
S -0.06 -0.19 -0.23
O 0.11 -0.08 0.14
O -0.05 0.05 0.12
N -0.69 0.56 0.05
C 0.10 0.41 -0.03
N 0.23 -0.07 0.13
C -0.13 0.03 0.00
C -0.09 0.18 -0.01
C -0.26 -0.49 0.03
N 0.17 0.54 -0.31
H 0.04 0.01 0.00
H 0.04 0.02 0.01
H -0.01 -0.02 0.04
H -0.02 0.07 0.02
H 0.04 0.02 -0.06
H 0.01 -0.02 -0.01
H -0.03 -0.04 0.01
H 0.00 0.02 -0.01
H 0.06 0.03 0.01
C -0.15 -0.26 0.00
Si -0.01 0.01 0.23
C 0.02 0.21 0.20
C 0.26 0.00 -0.19
C -0.17 -0.01 -0.52
Si 0.08 0.04 -0.29
C 0.00 -0.33 0.10
C -0.11 0.13 0.09
C 0.30 0.11 0.10
H -0.03 0.02 -0.08
H -0.04 0.07 0.10
H 0.08 -0.05 0.01
H -0.04 0.03 -0.04
H 0.10 -0.02 -0.03
H -0.04 -0.08 0.06
H -0.03 0.03 -0.05
H -0.03 -0.12 0.05
H 0.06 0.05 0.09
H 0.12 0.06 -0.03
H 0.09 0.02 -0.01
H -0.10 0.04 -0.11
H -0.03 -0.02 0.06
H -0.01 0.00 -0.05
H 0.03 -0.03 0.02
H -0.01 -0.01 -0.05
H -0.09 0.08 -0.05
H 0.02 -0.06 -0.07
H 0.01 -0.03 0.08
C 0.05 0.09 0.04
O 0.00 -0.02 -0.02
C -0.24 -0.91 -0.60
O -0.12 0.10 -0.03
H -0.04 -0.01 0.02
H 0.01 -0.01 -0.04
H 0.01 -0.05 0.00
C 0.07 -0.04 0.00
Sb -0.25 -0.04 -0.09
C 0.07 0.07 0.04
C -0.01 0.03 0.10
H 0.05 -0.01 0.02
H 0.00 0.03 -0.05
H -0.06 0.00 0.04
H 0.04 -0.02 0.00
H -0.02 0.04 0.03
H -0.05 -0.08 -0.05
H 0.05 0.01 0.06
H 0.01 -0.09 -0.04
H 0.00 0.05 -0.07
C -0.05 0.02 -0.06
C -0.08 -0.11 -0.16
C -0.03 -0.03 0.05
C 0.05 -0.02 0.04
C 0.15 0.87 -0.23
H -0.03 -0.02 -0.04
H 0.06 -0.04 0.02
H 0.03 0.02 0.03
H 0.02 -0.05 -0.06
H 0.00 0.05 0.00
H 0.01 -0.01 0.03
H 0.01 -0.04 -0.04
H -0.06 0.00 0.02
H 0.04 0.06 -0.01
H 0.18 -0.19 -0.18

Values from the calculation:
2S+1: 1
HOMO: -0.141 Ha
molecular weight: 752.59 g/mol
total charge: -1
E: -99206.4112 eV

***

# 2
Entry from the OMol25 dataset: the ion C7H9F3N3 with charge +1 at a distorted geometry (ωB97M-V/def2-TZVPD).

Last column: Mulliken charge in e.
Geometry (Å):
C -0.714 1.174 -0.305  -0.407
C -1.638 0.287 -0.047  0.359
C 0.396 -0.763 -0.080  -0.147
C 2.321 -1.687 0.030  -0.014
C 1.849 0.921 -0.884  -0.102
C 2.770 0.718 0.316  0.014
C -3.038 0.323 0.063  -1.192
N 0.565 0.499 -0.444  0.264
N -0.885 -0.968 0.180  -0.022
N 2.977 -0.664 0.714  -0.167
F 2.449 -1.764 -1.299  -0.215
F 1.891 2.284 -1.079  -0.314
F 2.307 1.374 1.414  -0.310
H -0.640 2.255 -0.604  0.402
H 2.251 -2.727 0.352  0.444
H 2.302 0.400 -1.740  0.382
H 3.685 1.205 0.030  0.410
H -3.515 0.366 1.022  0.305
H -3.219 1.352 -0.437  0.287
H -3.371 -0.424 -0.514  0.423
H -1.327 -1.872 0.364  0.272
H 2.953 -0.866 1.755  0.327

Force components x, y, z for each atom (eV/Å):
C 3.59 2.91 -2.39
C 2.86 -3.22 1.95
C 1.80 -2.13 0.02
C -2.20 1.86 -0.48
C 1.30 1.17 1.18
C 1.00 0.01 0.29
C -0.90 5.17 0.20
N -2.70 -0.41 0.34
N -0.99 1.25 -0.44
N -0.73 -2.67 0.32
F 0.78 0.47 0.18
F -0.56 -0.72 -0.26
F -0.46 0.09 0.03
H -0.83 -1.37 0.57
H 0.00 0.62 1.01
H -0.85 0.26 -0.05
H 0.75 -0.01 0.10
H 0.13 -0.25 0.65
H -0.66 -1.73 0.64
H -2.05 -2.63 -2.14
H 0.42 0.59 0.00
H 0.31 0.74 -1.71

Values from the calculation:
2S+1: 1
HOMO: -0.505 Ha
molecular weight: 192.16 g/mol
total charge: +1
E: -20018.4813 eV